C47H57IrN8O3SSi | ωB97M-V/def2-TZVPD

Geometry (Å):
N (-1.925, -0.261, 2.259)
C (-0.160, 4.182, 2.885)
C (5.689, -0.230, -2.790)
H (5.973, -2.429, 3.695)
C (-6.666, 0.359, -1.538)
Ir (-2.366, -0.177, 0.175)
H (3.308, -0.049, -1.771)
H (1.118, 2.038, 0.606)
C (-0.904, 2.789, 0.588)
C (-4.341, 2.409, -3.738)
C (4.791, -2.585, -2.208)
H (4.883, -0.114, -3.523)
H (-3.191, 0.766, -3.021)
H (-5.506, 2.924, 1.085)
H (-2.978, -2.108, 2.217)
C (-0.492, -1.534, 4.354)
H (5.244, 0.932, 0.905)
H (-2.699, -1.550, 5.774)
H (-1.215, -2.231, 1.947)
H (2.769, 0.533, -4.648)
H (0.280, -2.035, 3.767)
C (0.947, -0.136, -3.734)
C (-2.838, -1.328, 4.716)
S (2.019, -0.563, 0.482)
H (3.973, -1.806, 2.363)
H (-0.858, -0.550, -2.685)
C (-1.211, -4.495, -2.634)
H (-2.187, 4.887, 2.933)
C (-5.365, 0.221, -0.975)
H (6.331, -0.748, 4.004)
H (-5.077, -1.532, -2.177)
H (-2.937, -3.711, -2.757)
H (2.454, -4.713, -1.396)
C (-2.927, 3.957, -1.933)
C (5.323, 0.550, -1.532)
H (-2.896, 1.487, 2.934)
O (-1.006, -1.559, -0.431)
C (-0.574, 0.207, 2.752)
H (4.742, 1.035, 3.128)
Si (-1.365, 1.820, -0.915)
H (0.190, -0.276, 2.154)
H (-3.945, 0.061, 2.805)
H (6.433, -2.099, -3.495)
H (3.904, -1.246, 4.021)
C (4.120, 0.314, 2.592)
C (-0.384, -5.537, -3.052)
C (-1.434, 0.579, 4.922)
C (3.551, 0.092, 0.194)
H (5.075, -3.638, -2.224)
H (-1.362, 1.657, 4.760)
H (-5.333, 4.226, -4.297)
H (-8.482, 1.452, -1.643)
C (-2.964, 0.415, 3.119)
C (-1.465, 4.272, 2.412)
H (-7.729, 3.127, 0.055)
C (-1.837, 3.579, 1.272)
C (5.989, -1.714, -2.574)
C (0.621, -3.620, -1.318)
C (-4.943, 1.171, -0.001)
C (-0.031, 0.139, -2.791)
C (-5.843, 2.211, 0.345)
H (7.731, -1.818, 2.166)
H (1.780, 3.313, 2.606)
H (-6.983, -0.370, -2.274)
H (-3.824, -1.682, 4.409)
H (-1.292, 0.368, 5.983)
C (0.400, 2.691, 1.087)
N (-2.759, -2.266, -1.702)
C (-0.706, -3.525, -1.749)
H (-4.046, 5.613, -2.701)
C (6.745, -1.389, 1.989)
H (0.127, 4.728, 3.774)
C (-3.874, 4.546, -2.757)
H (6.050, 0.311, -0.750)
C (-3.394, 1.822, -2.916)
C (-7.504, 1.373, -1.191)
H (5.387, 1.625, -1.732)
C (-4.600, -0.863, -1.466)
C (2.019, 0.732, -3.893)
N (3.989, 0.199, -1.070)
N (-1.810, -2.031, 3.943)
C (-7.076, 2.313, -0.233)
N (-3.367, -1.161, -1.144)
H (3.976, -2.455, -2.925)
C (2.120, 1.862, -3.094)
H (6.569, 0.248, -3.225)
C (1.431, -4.653, -1.740)
N (-2.761, 0.121, 4.517)
H (4.397, -2.361, -1.216)
C (4.424, -1.104, 3.069)
H (1.012, -2.859, -0.657)
H (-0.343, -1.760, 5.410)
H (6.903, -0.368, 1.635)
C (-1.994, -1.759, 2.543)
O (-2.467, -4.490, -3.115)
C (0.769, 3.393, 2.226)
H (1.238, 3.020, -1.535)
H (6.763, -1.808, -1.805)
H (3.076, 0.554, 2.792)
C (-2.681, 2.583, -1.988)
C (-1.529, -2.408, -1.261)
H (-4.883, 1.803, -4.453)
N (-0.388, -0.090, 4.152)
H (6.270, -1.957, 1.186)
C (1.151, 2.125, -2.138)
H (2.951, 2.544, -3.219)
N (4.362, 0.529, 1.170)
H (-0.529, 1.285, 2.599)
H (0.862, -1.018, -4.354)
C (5.903, -1.429, 3.262)
H (-0.798, -6.272, -3.728)
C (0.919, -5.614, -2.609)
H (-2.368, 4.585, -1.248)
O (-3.789, 1.159, 0.608)
H (1.546, -6.431, -2.943)
C (0.058, 1.267, -1.974)
H (-2.858, 3.637, 0.915)
C (-4.592, 3.771, -3.654)

Cartesian forces (eV/Å) of the 3 atoms listed first:
0.2 -0.1 0.0
0.0 0.0 0.0
0.0 0.0 0.0

Kohn-Sham gap (spin up / spin down), eV: 6.63 / 5.38
LUMO energy (spin up / spin down), hartree: -0.132 / -0.178
Spin multiplicity: 2
Relative energy (zero: lowest compared OMol25 entry of this formula, charge and spin), kJ/mol: 49.9
Net charge: +1
Energy, eV: -89275.8083
<S²>: 0.7619
Strongest force on any atom, eV/A: 0.983